No. 1
{
  "formula": "C45H70BF3I2N4O9",
  "method": "ωB97M-V/def2-TZVPD",
  "elements": ["I", "I", "F", "F", "F", "O", "O", "O", "O", "O", "O", "O", "O", "O", "N", "N", "N", "N", "C", "C", "C", "C", "C", "C", "C", "C", "C", "C", "C", "C", "C", "C", "C", "C", "C", "C", "C", "C", "C", "C", "C", "C", "C", "C", "C", "C", "C", "C", "C", "C", "C", "C", "C", "C", "C", "C", "C", "C", "C", "C", "C", "C", "C", "B", "H", "H", "H", "H", "H", "H", "H", "H", "H", "H", "H", "H", "H", "H", "H", "H", "H", "H", "H", "H", "H", "H", "H", "H", "H", "H", "H", "H", "H", "H", "H", "H", "H", "H", "H", "H", "H", "H", "H", "H", "H", "H", "H", "H", "H", "H", "H", "H", "H", "H", "H", "H", "H", "H", "H", "H", "H", "H", "H", "H", "H", "H", "H", "H", "H", "H", "H", "H", "H", "H"],
  "coordinates": [[4.165, -0.239, 0.038], [5.218, -2.034, -4.474], [0.939, 3.293, -0.102], [-1.134, 3.890, 0.160], [-0.430, 3.230, -1.784], [-3.670, -3.353, -1.895], [-12.012, -4.788, 2.441], [-9.257, -5.886, 5.995], [-0.670, -2.741, -0.815], [5.163, 1.481, -3.992], [-0.098, -3.958, -2.744], [-6.157, -4.468, 1.865], [0.958, 3.515, -4.399], [12.685, -0.015, -0.683], [-12.331, -5.324, 5.382], [6.074, 5.739, 0.614], [-6.016, -2.182, -0.082], [2.895, 6.119, 1.318], [10.547, 2.295, -0.768], [-0.085, 3.953, -0.692], [-4.939, -2.888, -2.310], [4.380, -1.116, -2.796], [-11.592, -5.371, 6.641], [1.721, 2.993, -3.622], [-12.906, -4.116, 3.318], [3.525, 5.636, -1.566], [6.404, 3.117, -1.875], [1.929, 8.246, 0.829], [1.087, 5.571, -2.301], [0.253, 5.381, -1.026], [1.744, 1.520, -3.407], [-10.120, -4.977, 6.649], [5.021, -1.185, -1.636], [2.732, 7.027, 0.451], [4.799, 5.057, -1.476], [2.476, 4.980, -2.233], [-9.224, -5.782, 4.586], [3.294, 7.000, -0.961], [9.356, 2.334, 0.195], [-0.616, -1.420, -3.023], [5.946, 5.823, -0.845], [-12.414, -6.084, 2.050], [-5.383, -3.819, 2.852], [6.334, -1.865, -1.382], [5.058, 3.788, -2.016], [4.180, 1.813, -3.371], [0.584, 0.763, -3.352], [-5.553, -1.817, -1.416], [1.905, -1.191, -2.921], [6.879, 2.856, -0.438], [-12.360, -4.025, 4.726], [-3.675, -4.320, -0.859], [2.992, 0.922, -3.259], [11.865, -1.106, -1.043], [12.207, 0.761, 0.404], [0.651, -0.604, -3.098], [-7.262, -3.723, 1.372], [2.750, 3.751, -2.829], [4.016, 3.156, -2.713], [8.031, 1.826, -0.410], [11.889, 2.177, -0.045], [3.079, -0.450, -3.015], [-7.030, -3.225, -0.037], [-0.473, -2.759, -2.165], [8.236, 1.475, -1.423], [0.535, 5.152, -3.135], [-4.807, -1.027, -1.294], [-6.395, -1.370, -1.957], [-4.748, -4.573, 3.312], [4.222, 7.568, -0.936], [7.129, -1.350, -1.922], [-13.462, -6.099, 1.737], [11.927, 2.846, 0.819], [-13.026, -3.100, 2.932], [11.970, -1.931, -0.333], [-2.753, -4.895, -0.946], [-9.961, -3.962, 6.261], [-1.435, -0.812, -2.635], [7.158, 3.719, -2.391], [12.978, 0.772, 1.178], [7.246, 3.766, 0.026], [6.871, 5.467, -1.298], [-5.221, -2.469, 0.474], [6.044, 2.454, 0.134], [5.890, 6.875, -1.107], [1.977, -2.252, -2.713], [-0.984, -1.877, -0.531], [-0.895, -1.696, -4.045], [-12.277, -6.826, 2.845], [9.608, 1.748, 1.082], [-4.775, -2.428, -3.288], [-11.792, -6.374, 1.204], [-0.374, 1.245, -3.491], [-7.971, -2.817, -0.420], [-10.002, -6.389, 4.114], [-7.504, -2.896, 2.047], [-0.810, -4.320, -3.280], [10.565, 3.211, -1.362], [0.926, 7.935, 1.120], [-9.322, -4.745, 4.253], [10.813, -0.815, -1.107], [-0.703, 5.891, -1.151], [5.636, 6.523, 1.075], [1.830, 8.946, 0.003], [12.691, 2.491, -0.715], [11.319, 0.292, 0.841], [6.584, -1.839, -0.325], [-12.115, -4.736, 7.366], [12.185, -1.445, -2.025], [3.421, 5.337, 0.921], [1.134, 6.641, -2.493], [-4.738, -3.036, 2.435], [7.715, 0.951, 0.160], [-5.617, -3.735, -2.473], [6.393, 2.166, -2.386], [-8.260, -6.165, 4.250], [-11.658, -6.394, 7.017], [-6.017, -3.374, 3.625], [9.247, 3.361, 0.550], [-8.118, -4.404, 1.356], [-4.528, -4.998, -0.949], [-11.369, -3.555, 4.661], [-3.682, -3.860, 0.132], [2.376, 8.747, 1.685], [-9.796, -4.967, 7.692], [-13.888, -4.598, 3.310], [-13.004, -3.354, 5.304], [10.454, 1.461, -1.466], [-11.938, -6.007, 4.749], [-6.773, -4.098, -0.652], [6.288, -2.909, -1.688], [5.678, 4.888, 0.985], [0.725, 5.797, -0.143], [2.623, 7.589, -1.584]],
  "lowdin_charge": [0.965, 0.975, 0.134, 0.126, 0.132, -0.195, -0.194, -0.176, 0.183, 0.106, 0.148, -0.194, 0.129, -0.187, -0.051, 0.028, -0.049, 0.156, -0.205, -0.586, -0.221, -0.760, -0.200, -0.280, -0.217, -0.101, -0.130, -0.037, -0.091, -0.046, -0.068, -0.230, -0.778, -0.435, -0.090, -0.082, -0.099, -0.086, -0.193, -0.027, -0.209, -0.115, -0.113, -0.205, -0.073, -0.269, 0.052, -0.199, 0.030, -0.185, -0.219, -0.085, -0.064, -0.112, -0.240, -0.177, -0.219, -0.017, -0.004, -0.179, -0.185, -0.296, -0.215, -0.679, 0.100, 0.104, 0.119, 0.118, 0.090, 0.112, 0.072, 0.088, 0.115, 0.121, 0.087, 0.090, 0.111, 0.111, 0.133, 0.119, 0.075, 0.101, 0.069, 0.074, 0.107, 0.132, 0.109, 0.123, 0.076, 0.102, 0.121, 0.088, 0.128, 0.125, 0.073, 0.123, 0.107, 0.112, 0.081, 0.084, 0.075, 0.138, 0.060, 0.073, 0.114, 0.113, 0.042, 0.117, 0.087, 0.045, 0.117, 0.075, 0.097, 0.113, 0.089, 0.089, 0.120, 0.087, 0.109, 0.119, 0.091, 0.103, 0.077, 0.082, 0.121, 0.122, 0.124, 0.100, 0.067, 0.105, 0.062, 0.060, 0.101, 0.107],
  "smiles": "[H]/N=C(/C)Cc1c(CN)c(CCCCCCCOC)c2c(c1CCC(F)(F)F)C(=O)c1cc(CB(O)O)cc(/C(I)=C(/C)I)c1C2=O.COCCNCCOC.COCCNCCOC",
  "gap_ev": 8.195,
  "max_force_ev_per_a": 0.52,
  "lumo_ev": -0.5
}


No. 2
{
  "formula": "C15H34BF4N3O5PS",
  "method": "ωB97M-V/def2-TZVPD",
  "elements": ["S", "P", "F", "F", "F", "F", "O", "O", "O", "O", "O", "N", "N", "N", "C", "C", "C", "C", "C", "C", "C", "C", "C", "C", "C", "C", "C", "C", "C", "B", "H", "H", "H", "H", "H", "H", "H", "H", "H", "H", "H", "H", "H", "H", "H", "H", "H", "H", "H", "H", "H", "H", "H", "H", "H", "H", "H", "H", "H", "H", "H", "H", "H", "H"],
  "coordinates": [[-4.655, -0.879, -0.569], [3.338, -0.518, 1.266], [-3.414, -1.583, 1.710], [-2.513, -2.496, -0.087], [-6.765, 2.332, -1.048], [-4.415, -3.179, 0.667], [-3.464, 1.768, -0.698], [-2.174, 0.100, -1.547], [-5.536, -0.228, 0.385], [-5.410, -1.725, -1.478], [2.189, 0.319, 0.776], [4.968, -0.939, 1.615], [2.968, -2.016, 0.527], [2.957, -0.493, 2.959], [-4.243, 0.852, -2.901], [-1.570, 2.928, -1.559], [5.857, -1.164, 0.472], [5.651, -0.801, 2.896], [-5.295, 1.977, -2.915], [-1.578, 0.591, -0.385], [-6.625, 1.622, -2.242], [2.320, -1.610, 3.625], [2.840, -2.030, -0.925], [-3.648, -2.075, 0.485], [2.371, 0.761, 3.420], [3.006, -3.328, 1.131], [0.619, 1.781, -2.309], [-2.083, 2.054, -0.412], [-0.043, 3.023, -1.679], [-3.584, 0.512, -1.449], [1.298, 0.827, 3.205], [2.473, -1.071, -1.291], [5.506, -0.631, -0.412], [5.548, -1.719, 3.479], [-2.030, 0.236, 0.554], [2.997, -4.107, 0.368], [-4.736, -0.018, -3.352], [2.939, -2.507, 3.582], [1.039, 1.194, -1.490], [-4.929, 2.934, -2.551], [-3.462, 1.132, -3.613], [1.386, 2.028, -3.043], [-7.434, 1.989, -2.878], [2.203, -1.391, 4.690], [2.124, -2.785, -1.251], [6.720, -0.616, 2.758], [-0.116, 1.144, -2.801], [3.804, -2.232, -1.415], [2.858, 1.615, 2.948], [0.160, 3.852, -2.367], [-1.981, 2.612, -2.513], [5.911, -2.230, 0.225], [5.276, 0.030, 3.483], [-6.713, 0.554, -2.054], [2.129, -3.504, 1.757], [2.519, 0.862, 4.499], [-1.931, 3.939, -1.350], [3.909, -3.497, 1.732], [-5.556, 2.130, -3.971], [0.450, 3.305, -0.748], [-0.503, 0.441, -0.334], [6.871, -0.813, 0.664], [1.327, -1.833, 3.212], [-2.129, 2.575, 0.546]],
  "nbo_charge": [1.830, 2.287, -0.323, -0.322, -0.379, -0.337, -0.736, -0.734, -0.958, -0.967, -1.005, -0.754, -0.805, -0.811, -0.688, -0.414, -0.414, -0.391, -0.420, -0.099, 0.052, -0.405, -0.406, 0.733, -0.401, -0.400, -0.634, 0.083, -0.397, 0.642, 0.196, 0.235, 0.206, 0.190, 0.154, 0.200, 0.209, 0.192, 0.219, 0.221, 0.211, 0.188, 0.135, 0.193, 0.200, 0.182, 0.225, 0.156, 0.203, 0.183, 0.214, 0.191, 0.226, 0.182, 0.197, 0.179, 0.196, 0.180, 0.175, 0.192, 0.189, 0.196, 0.186, 0.174],
  "total_charge": -1,
  "gap_ev": 7.182,
  "max_force_ev_per_a": 5.88,
  "lumo_ev": 2.1
}


No. 3
{
  "formula": "C22H29BCuF6O4S2Se2",
  "method": "ωB97M-V/def2-TZVPD",
  "elements": ["Se", "Se", "Cu", "S", "S", "F", "F", "F", "F", "F", "F", "O", "O", "O", "O", "C", "C", "C", "C", "C", "C", "C", "C", "C", "C", "C", "C", "C", "C", "C", "C", "C", "C", "C", "C", "C", "C", "B", "H", "H", "H", "H", "H", "H", "H", "H", "H", "H", "H", "H", "H", "H", "H", "H", "H", "H", "H", "H", "H", "H", "H", "H", "H", "H", "H", "H", "H"],
  "coordinates": [[0.811, 3.389, -3.473], [0.807, -1.423, -2.201], [0.054, 0.140, -0.209], [-2.471, 1.429, -1.595], [-2.038, -2.239, 1.483], [3.586, -1.429, 1.391], [0.061, 2.167, 2.083], [-1.854, 2.074, 0.999], [2.370, -0.249, 2.934], [1.793, -0.149, 0.692], [3.724, 0.859, 1.436], [4.024, 2.038, -5.080], [1.443, 1.499, -5.859], [-1.636, 0.237, -1.208], [-0.792, -1.613, 1.003], [-3.614, 2.041, -4.024], [2.442, -0.463, -2.766], [-2.995, -0.414, -5.167], [-2.660, -3.279, 0.138], [-4.375, -0.526, -0.796], [-2.071, -3.195, -1.109], [-2.983, 1.055, -3.279], [-3.929, 1.794, -5.348], [-3.332, -0.894, 1.495], [-3.546, -4.921, -1.896], [-4.582, -1.032, 0.633], [2.111, 2.050, -2.812], [-2.523, -4.014, -2.133], [-0.442, 1.934, 0.819], [-4.147, 0.980, -0.871], [3.787, 0.887, -4.289], [1.347, 0.573, -4.777], [-3.620, 0.566, -5.922], [2.380, 0.794, -3.661], [-2.671, -0.169, -3.840], [-4.114, -5.020, -0.631], [-3.663, -4.204, 0.395], [2.887, -0.245, 1.638], [-2.058, -3.937, -3.108], [-5.390, -0.461, 1.102], [-3.889, -5.574, -2.690], [-4.901, -2.075, 0.598], [-4.121, 1.444, 0.115], [-3.837, 0.396, -6.970], [-2.119, -0.897, -3.255], [-0.163, 2.807, 0.213], [3.944, -0.018, -4.900], [3.036, 2.610, -2.680], [-2.750, -0.012, 1.223], [-3.500, -1.029, -1.209], [1.482, -0.431, -5.193], [-3.602, -0.818, 2.550], [1.734, 1.766, -1.830], [4.536, 0.888, -3.491], [-1.253, -2.501, -1.266], [-4.880, 1.489, -1.495], [0.353, 0.626, -4.337], [-5.233, -0.807, -1.411], [-4.905, -5.736, -0.443], [1.142, 2.353, -5.468], [2.969, -0.232, -1.840], [3.013, -1.229, -3.297], [-3.806, 3.010, -3.578], [-2.733, -1.367, -5.610], [3.227, 2.126, -5.627], [-4.076, -4.288, 1.395], [-4.396, 2.570, -5.943]],
  "nbo_charge": [-0.687, -0.590, 1.247, 1.340, 1.275, -0.570, -0.383, -0.451, -0.570, -0.598, -0.570, -0.759, -0.823, -1.034, -0.980, -0.200, -0.513, -0.137, -0.259, -0.437, -0.219, -0.245, -0.215, -0.609, -0.235, -0.408, -0.536, -0.138, 0.123, -0.582, -0.041, -0.064, -0.233, -0.182, -0.228, -0.228, -0.234, 1.366, 0.218, 0.198, 0.203, 0.216, 0.231, 0.202, 0.268, 0.124, 0.134, 0.206, 0.278, 0.251, 0.162, 0.217, 0.197, 0.169, 0.281, 0.221, 0.195, 0.209, 0.202, 0.494, 0.224, 0.188, 0.216, 0.202, 0.491, 0.209, 0.204],
  "total_charge": -2,
  "spin_multiplicity": 2,
  "gap_ev": 4.494,
  "max_force_ev_per_a": 1.17,
  "lumo_ev": 3.6,
  "s2": 0.753
}


No. 4
{
  "formula": "C6H14",
  "method": "ωB97M-V/def2-TZVPD",
  "elements": ["C", "C", "C", "C", "C", "C", "H", "H", "H", "H", "H", "H", "H", "H", "H", "H", "H", "H", "H", "H"],
  "coordinates": [[-1.186, -0.294, -1.273], [1.537, 0.705, -0.166], [-0.380, -0.906, -0.077], [0.616, 0.018, 0.755], [1.315, -0.710, 1.903], [-1.908, 1.151, -1.142], [1.157, 0.921, -1.231], [2.300, -0.920, 1.755], [1.229, -0.172, 2.766], [-1.376, 1.704, -0.441], [-1.265, -1.202, 0.658], [0.241, -1.878, -0.245], [2.053, 1.589, 0.262], [0.820, -1.727, 2.059], [-2.034, 1.638, -2.074], [-2.094, -0.974, -1.500], [2.332, -0.123, -0.403], [-0.485, -0.317, -2.168], [-2.859, 0.875, -0.730], [0.014, 0.807, 1.293]],
  "nbo_charge": [-0.405, -0.613, -0.397, -0.236, -0.594, -0.604, 0.216, 0.202, 0.208, 0.202, 0.196, 0.213, 0.217, 0.203, 0.213, 0.206, 0.192, 0.193, 0.201, 0.186],
  "smiles": "CCCC(C)C",
  "gap_ev": 11.634,
  "max_force_ev_per_a": 4.38,
  "lumo_ev": 1.2
}


Listing E for the structures above in their given order: -97218.7711; -62486.6422; -245464.0111; -6447.6401 eV.